Entry 1:
ORCA calculation (ωB97M-V/def2-TZVPD) on CH2NP3 in the gas phase.

Structure (XYZ):
```
7
Properties=species:S:1:pos:R:3
C 1.12832 -1.57681 -0.00518
N -1.66252 0.14986 -0.11125
P 2.21306 -0.36405 0.01933
P 1.42199 1.71514 -0.05706
P -0.56335 1.20057 0.05020
H 0.42780 -2.29343 -0.34523
H -0.80092 2.59394 0.46891
```

Output
Maximum force, eV/Å: 4.1
Energy relative to the best compared isomer or geometry (same formula, charge and spin), kJ/mol: 516.2
SMILES: C#P=P[PH]#N
Frontier orbital gap, eV: 6.1284
E_LUMO, eV: -2.615
Molar mass, g mol⁻¹: 121.0



Entry 2:
ORCA calculation (ωB97M-V/def2-TZVPD) on a molecular structure, C5H10OSi.

Structure (XYZ):
```
17
Properties=species:S:1:pos:R:3
C -1.44826 -2.08969 0.66104
C -1.73495 -0.90254 0.21155
C -0.53488 1.68678 -0.94904
C -0.63114 1.97140 0.56368
C -0.34100 0.50888 0.15803
O 0.85544 -0.00821 0.33432
Si 2.19417 -0.94384 0.11703
H -2.19824 -2.83479 0.91821
H -0.46757 -2.22208 1.07569
H -2.63219 -0.64753 -0.16232
H -1.45395 1.83930 -1.51790
H 0.32541 1.91509 -1.55246
H 0.19742 2.49414 0.96088
H -1.60353 2.22219 0.83192
H 2.39632 -1.88522 -1.01885
H 2.29089 -1.68807 1.39432
H 3.40173 0.00938 0.01738
```

Output
Maximum force, eV/Å: 5.9
Energy relative to the best compared isomer or geometry (same formula, charge and spin), kJ/mol: 308.2
Frontier orbital gap, eV: 9.8438
E_LUMO, eV: 0.916
Molar mass, g mol⁻¹: 114.2



> molar mass of number 1 (CH2NP3)?

121.0 g mol⁻¹



> What is the formula in the second record?

C5H10OSi